Computed, not measured: a single C2H3NO2S molecule in a non-equilibrium geometry, with the ωB97M-V functional and the def2-TZVPD basis.

CARTESIAN COORDINATES (ANGSTROEM)
S: 5.1926 0.2602 0.1001
O: 1.3749 -0.5227 -0.7289
O: -0.3438 1.0332 -0.4161
N: 2.4919 -0.1752 0.0860
C: 3.7080 -0.1284 -0.0447
C: -0.0135 -0.2905 -0.2383
H: -0.5131 -0.7956 -0.9467
H: -0.3366 -0.7508 0.7834
H: 0.2002 1.5989 0.2118

Properties
E_tot: -681.30379 hartree
Max |F|: 4.039 eV Å⁻¹
Structure (SMILES): OCON=C=S
Kohn-Sham gap: 8.95 eV
Net charge: 0
Multiplicity: 1
ΔE to the lowest compared entry with this formula, charge and spin: 4.2320 eV

Charges computed using natural (NBO), reported in e: 0.064 -0.353 -0.693 -0.223 0.153 0.236 0.174 0.157 0.483